# 1
{
  "formula": "C5H9N",
  "method": "ωB97M-V/def2-TZVPD",
  "elements": ["C", "C", "C", "C", "C", "N", "H", "H", "H", "H", "H", "H", "H", "H", "H"],
  "positions_angstrom": [[-1.983, -0.350, 0.516], [-0.818, 0.563, 0.152], [0.290, -0.247, -0.499], [1.641, 0.522, -0.642], [2.401, -0.305, 0.295], [2.668, -1.138, 1.053], [-1.648, -1.138, 1.201], [-2.795, 0.199, 0.999], [-2.386, -0.837, -0.379], [-0.420, 1.033, 1.063], [-1.149, 1.379, -0.504], [0.539, -1.084, 0.174], [-0.006, -0.687, -1.455], [1.590, 1.574, -0.324], [2.075, 0.517, -1.651]],
  "forces_ev_per_angstrom": [[-0.1, 0.0, 0.0], [0.0, 0.0, 0.0], [-0.2, -0.1, -0.1], [0.0, -0.2, 0.1], [0.9, -0.5, 0.8], [0.5, 1.0, -0.6], [-0.1, 0.1, -0.1], [0.1, -0.1, 0.0], [0.0, 0.1, 0.1], [-0.1, -0.1, -0.1], [0.0, -0.1, 0.1], [-0.8, 0.2, -0.6], [-0.1, 0.2, 0.0], [-0.1, -0.4, 0.1], [-0.1, -0.2, 0.3]],
  "mulliken_charge": [-1.256, -0.344, -0.609, -0.520, 0.362, -0.499, 0.339, 0.349, 0.311, 0.306, 0.303, 0.327, 0.367, 0.278, 0.288],
  "smiles": "CCCCC#N",
  "spin_multiplicity": 1
}

# 2
{
  "formula": "C5H9N",
  "method": "ωB97M-V/def2-TZVPD",
  "elements": ["N", "C", "C", "C", "C", "C", "H", "H", "H", "H", "H", "H", "H", "H", "H"],
  "positions_angstrom": [[-1.376, 1.149, -1.643], [-1.085, 0.221, -0.649], [-1.824, -0.889, -0.486], [2.192, -0.377, 1.300], [0.866, -0.461, 0.656], [0.158, 0.520, 0.095], [-1.002, 2.069, -1.486], [-2.325, 1.149, -1.972], [-2.672, -1.001, -1.117], [-1.789, -1.478, 0.407], [2.831, 0.306, 0.756], [2.791, -1.290, 1.325], [2.228, -0.017, 2.323], [0.474, -1.442, 0.399], [0.533, 1.541, 0.091]],
  "forces_ev_per_angstrom": [[0.2, 0.1, -0.1], [0.1, -0.2, 0.1], [0.1, 0.9, 0.4], [1.2, 0.2, 0.3], [-0.5, -0.4, -1.0], [0.2, -0.3, 0.3], [0.0, 0.0, -0.1], [-0.1, 0.1, 0.0], [-0.6, -0.3, -0.4], [0.4, -0.4, 0.1], [0.1, 0.5, -0.3], [-0.6, -0.3, -0.2], [-0.5, 0.1, 0.3], [0.1, -0.1, 0.5], [-0.1, 0.1, 0.1]],
  "mulliken_charge": [-0.523, 0.956, -1.125, -1.155, -0.175, -0.441, 0.223, 0.222, 0.278, 0.310, 0.316, 0.323, 0.272, 0.301, 0.218],
  "smiles": "C=C(N)/C=C/C",
  "spin_multiplicity": 1
}

Relative energy (zero: lowest compared OMol25 entry of this formula, charge and spin) for the records above, in order: 67.6, 118.5 kJ/mol
Frontier orbital gap for the records above, in order: 11.92, 8.96 eV